[1]
DFT (wB97M-V/def2-TZVPD) results for C43H49Cl5N3O2S3Y as an isolated structure.

Energy above the lowest of the compared OMol25 structures with the same formula, charge and spin, kJ/mol: 26.45
E, Ha: -5516.71643
LUMO level, eV: -0.34
Kohn-Sham gap, eV: 7.98

```
106
Properties=species:S:1:pos:R:3:forces:R:3
Y -0.211832 -0.622995 0.159552 -0.6 0.2 -0.3
Cl 1.327541 1.610360 3.084446 -0.2 0.0 0.0
Cl 5.117637 -2.399019 0.216778 0.0 0.1 0.0
Cl 4.161465 1.205057 4.127381 0.1 0.0 0.0
Cl 6.115393 -0.771089 2.713455 0.0 0.0 0.0
Cl 2.173161 -2.072137 -0.734370 -0.2 -0.1 -0.2
S 3.638623 3.026021 0.668667 0.0 -0.1 0.1
S 1.940682 1.384865 -1.804554 -0.2 0.1 -0.2
S 0.140683 3.097775 0.279738 -0.1 0.2 0.0
O -2.133994 -3.540861 2.919950 0.1 0.0 0.1
O -1.654955 -2.367826 -3.723455 0.2 0.1 -0.2
N -1.164991 -2.695668 -0.314014 0.0 -0.5 0.1
N -0.828307 -0.821638 -2.197566 0.2 -0.2 -0.2
N -0.841083 -1.773893 2.143611 0.3 0.2 -0.1
C 2.050784 -3.011199 3.373200 0.0 0.0 0.1
C 0.793346 -3.149380 4.235704 0.1 0.1 0.0
C -1.247840 0.589605 4.978419 -0.1 0.1 0.0
C 1.144799 -3.855156 5.546830 -0.1 0.0 0.0
C -3.595099 -0.154136 2.534500 -0.1 0.0 -0.1
C -1.394130 -0.014609 3.735206 0.1 0.0 -0.1
C 3.966579 3.250712 -1.097629 0.0 -0.1 0.1
C -1.499390 -2.948127 2.056002 0.0 0.1 0.1
C -0.665202 1.454192 -5.189278 -0.1 -0.1 0.0
C 1.235806 4.560237 0.381637 0.0 -0.1 0.1
C 0.716898 -1.366082 -5.804713 0.0 0.2 0.1
C 3.647509 1.986593 -1.900323 -0.1 0.0 0.2
C -3.863790 1.914694 -1.224592 0.0 0.0 0.0
C -1.651993 -4.888679 0.452365 0.0 -0.2 0.0
C -1.201668 -2.049147 -2.627634 0.0 0.2 -0.1
C -1.187434 -3.122823 -1.577133 -0.2 0.1 0.2
C -2.605789 1.954944 -3.879584 -0.1 0.1 0.0
C -4.234204 -0.380656 -2.185929 0.0 0.0 0.1
C -0.199571 3.111990 -1.493439 0.3 0.0 0.2
C -2.269367 0.954250 -2.975372 0.1 0.0 0.0
C -3.185283 0.665612 -1.794017 -0.2 0.2 -0.3
C -1.386986 -4.450743 -1.890920 0.0 -0.2 0.0
C 0.248754 -1.145441 5.663247 0.0 0.0 0.0
C -0.288864 0.433231 -4.317521 -0.1 -0.1 0.1
C -1.103872 0.193037 -3.183923 0.1 0.0 0.0
C -1.422172 -3.549495 0.680518 0.0 0.1 -0.1
C -1.807206 2.208633 -4.981517 0.0 0.1 -0.1
C -0.414757 0.040966 5.933175 0.1 0.0 0.1
C 0.098096 -1.809321 4.447011 0.0 0.0 0.0
C 1.015638 2.840791 -2.379017 0.0 -0.2 0.1
C -2.562530 2.102265 2.907563 0.0 0.1 -0.1
C 2.338131 0.470023 2.258244 0.1 -0.2 -0.1
C 1.849709 -0.228537 1.155746 1.1 0.2 0.8
C -0.713976 -1.211205 3.460431 -0.1 0.0 0.0
C 2.124186 0.553623 -5.109551 0.1 0.1 0.1
C 2.774782 -1.086528 0.596597 0.0 0.1 0.1
C 3.631745 0.307579 2.757220 -0.1 0.1 0.0
C -2.282353 0.621946 2.681559 -0.3 -0.2 0.3
C 2.565283 4.411139 1.115337 0.0 -0.2 -0.1
C 4.078967 -1.280370 1.018346 0.1 -0.1 -0.1
C -1.597959 -5.349935 -0.855314 0.0 0.0 0.0
C 0.969365 -0.356773 -4.667308 -0.2 0.0 -0.1
C 4.512740 -0.564997 2.127022 0.1 0.0 0.0
H -0.049143 1.653947 -6.060812 -0.1 0.0 0.1
H 0.891979 -1.570340 6.427027 -0.1 0.0 -0.1
H 2.010273 0.850168 -6.157987 0.0 0.0 0.1
H 0.517743 -0.828845 -6.740117 0.0 -0.1 0.1
H 0.672203 2.660005 -3.396309 0.0 0.1 0.0
H -3.092147 2.515814 2.045610 0.0 0.0 0.1
H -1.752430 -6.400938 -1.069205 0.0 0.0 0.0
H -3.506311 2.543083 -3.727014 0.1 -0.1 0.0
H -3.423670 -1.214218 2.349964 0.0 0.0 0.0
H 1.800437 -2.630118 2.387802 0.0 0.0 -0.1
H 3.407770 4.115320 -1.453770 0.0 0.0 0.0
H -4.872426 0.027685 -2.974450 0.0 0.0 0.0
H -4.863884 -0.641010 -1.329968 0.0 0.0 0.0
H 0.093855 -3.798649 3.714954 -0.1 0.0 -0.1
H 2.541900 -3.982695 3.249929 0.0 0.1 0.0
H 4.238257 1.146658 -1.523349 0.0 0.1 -0.1
H -1.640544 2.672306 3.043623 -0.1 0.0 0.0
H -3.196724 2.238911 3.786294 0.0 0.0 0.0
H -0.921883 2.314733 -1.635434 -0.1 0.0 -0.1
H 1.280099 -0.897432 -3.776202 0.0 -0.1 0.1
H -3.150165 2.729545 -1.062480 -0.1 -0.1 0.0
H -2.588524 0.228302 -0.990838 0.2 -0.1 0.2
H -2.080090 2.992522 -5.681443 0.0 -0.1 0.1
H -0.278547 0.537590 6.889120 0.0 -0.1 -0.1
H 1.407651 4.872543 -0.648231 0.0 0.0 0.0
H -0.682715 4.048716 -1.770220 0.0 0.0 -0.1
H 3.075226 0.019126 -5.019951 -0.1 0.0 0.0
H 1.602889 -1.992803 -5.956239 -0.1 0.1 0.0
H 1.998657 -3.384390 6.045237 -0.1 0.0 0.0
H -0.133380 -2.002090 -5.595892 -0.2 -0.1 0.1
H -4.202663 0.256269 1.719362 0.0 0.0 0.1
H -3.769637 -1.287963 -2.574044 0.0 0.0 0.0
H 1.698021 3.689629 -2.391578 -0.1 0.0 0.0
H -1.400192 -4.742142 -2.931721 0.0 0.0 0.0
H -1.776269 1.511760 5.204783 0.1 -0.1 -0.1
H -1.773762 0.557168 1.709735 0.2 0.1 -0.3
H 2.402441 4.249235 2.181082 0.0 0.0 0.0
H -4.336496 1.677156 -0.266285 0.0 0.0 -0.1
H 1.417748 -4.892895 5.338163 0.0 0.1 0.0
H -4.650443 2.274292 -1.892737 0.1 0.0 0.0
H 3.127511 5.339425 0.999339 -0.1 0.1 0.1
H 2.764165 -2.321555 3.839738 -0.1 -0.1 0.0
H -1.871846 -5.530763 1.295334 0.0 0.0 -0.1
H -4.164435 -0.068512 3.462292 0.0 0.0 0.0
H 3.892301 2.130842 -2.954407 0.1 0.0 0.0
H 5.027219 3.475228 -1.214256 0.0 0.0 -0.1
H 0.296381 -3.861917 6.237884 0.1 0.0 -0.1
H 2.190020 1.464291 -4.507740 0.0 -0.2 -0.1
H 0.661874 5.345329 0.874621 0.0 0.1 -0.1
```
Forces are in eV/Å.

[2]
DFT (wB97M-V/def2-TZVPD) results for C43H51As2Br2CsN6O3P2 as an isolated structure.

Energy above the lowest of the compared OMol25 structures with the same formula, charge and spin, kJ/mol: 0.00
E, Ha: -12545.78560
LUMO level, eV: 0.20
Kohn-Sham gap, eV: 7.08

```
110
Properties=species:S:1:pos:R:3:forces:R:3
Cs -0.129876 -1.170323 1.400762 0.2 -0.1 0.1
Br 3.591013 -1.320235 5.856708 0.0 0.0 0.0
Br 0.405126 2.293561 8.787289 0.0 0.0 0.0
As 0.590868 -2.184671 -2.172191 -0.1 0.0 0.0
As -1.869843 0.426413 -1.493034 0.0 0.1 -0.1
P 1.071095 4.323957 0.367253 0.0 0.0 0.0
P 3.203730 1.221349 0.399824 0.0 0.0 0.0
O 1.514833 -0.743893 3.684615 0.0 0.0 0.0
O -0.182220 -5.805294 2.315692 0.0 0.0 0.0
O -0.965809 -4.290031 1.002005 0.0 0.0 0.0
N 1.068141 -4.004596 1.717070 -0.1 0.1 0.0
N 3.008715 -2.172464 1.915777 0.1 0.1 -0.1
N 2.912801 -3.237292 2.825476 0.1 0.0 0.0
N -0.068945 -4.744249 1.704912 0.0 0.0 0.0
N -0.737880 0.795523 3.812907 0.0 0.0 0.0
N 1.642082 -4.800729 3.896928 0.0 0.0 0.0
C 2.909177 1.913481 2.077896 0.0 0.0 0.0
C 1.267977 -0.116297 4.760338 0.0 -0.1 0.0
C -4.679665 -0.218750 -2.125266 0.0 0.0 0.0
C -3.791976 4.155411 -1.654319 0.0 0.0 0.0
C -1.083593 -1.836513 -3.175032 0.0 0.0 0.1
C 4.055209 -0.257572 -3.496814 0.0 0.0 0.0
C 1.040710 -6.719720 -3.456162 0.0 0.0 0.0
C -3.235191 4.787814 -2.758946 0.0 0.0 0.0
C -6.092300 -1.581975 -0.734101 0.0 0.0 0.0
C 0.025434 -4.989666 -2.131176 0.0 0.0 0.0
C -3.402869 2.866842 -1.323167 0.0 0.0 0.0
C 3.830639 0.012575 -4.838914 0.0 0.0 0.0
C -0.172980 1.463897 6.076493 0.0 0.0 0.0
C 1.661155 -1.015942 -4.679966 0.0 0.0 0.0
C 1.806764 0.520931 7.089115 0.0 0.0 0.0
C -2.744939 1.525427 2.671644 0.0 0.0 0.0
C 0.130091 -6.326814 -2.484375 0.0 0.0 0.0
C -1.900265 2.832342 -3.192680 0.0 0.0 0.0
C 0.716287 1.338072 7.171073 0.0 0.0 0.1
C 0.819384 -4.030515 -2.757744 0.0 0.0 0.0
C -1.334953 2.270520 6.087780 0.0 0.0 0.0
C 2.060326 -0.186562 5.911394 0.0 0.0 0.0
C -2.148716 2.307245 4.996655 0.0 0.0 0.0
C -3.632733 -0.366455 -1.219417 0.1 0.0 0.0
C -2.454699 2.190276 -2.090518 0.0 0.0 0.1
C -3.833722 -1.121092 -0.069825 0.0 0.0 0.0
C 1.873550 -1.284786 -3.330329 0.0 0.0 0.0
C 1.319653 3.063474 -0.967517 0.0 0.0 0.0
C -0.428192 3.620393 1.167556 -0.1 0.0 0.0
C 1.640675 1.638567 -0.509152 0.0 0.0 0.0
C 1.732185 -4.429489 -3.727074 0.0 0.0 0.0
C 0.093108 0.742189 4.890463 0.0 0.0 0.0
C 1.832471 -4.051227 2.804514 0.1 0.0 0.0
C -1.819086 1.534196 3.858966 -0.1 0.1 0.1
C 1.841979 -5.770502 -4.072902 0.0 0.0 0.0
C 2.632445 -0.366640 -5.429630 0.0 0.0 0.0
C -1.443314 -0.356071 -3.252396 0.0 0.0 0.0
C 4.370260 2.467736 -0.282104 0.0 0.0 0.0
C -5.057511 -1.731462 0.175780 0.0 0.0 0.0
C 0.255790 5.614653 -0.660052 0.0 0.0 0.0
C -2.290910 4.124372 -3.526273 0.0 0.0 0.0
C -5.903386 -0.823486 -1.883617 0.0 0.0 0.0
C 3.078059 -0.899135 -2.746510 0.0 0.0 0.0
H -0.602934 0.216079 -3.651528 0.0 0.0 0.0
H -3.043202 2.916942 4.990364 0.0 0.0 0.0
H 0.982473 6.050426 -1.347290 0.0 0.0 0.0
H 0.969498 -5.547982 3.856591 0.0 0.0 0.0
H 2.365044 -3.698634 -4.215353 0.0 0.0 0.0
H -5.198306 -2.323186 1.071027 0.0 0.0 0.0
H -3.572654 0.830260 2.835508 0.0 0.0 0.0
H 0.828403 1.263860 0.120529 0.0 0.1 0.0
H -1.852263 4.610120 -4.388642 0.0 0.0 0.0
H 3.912064 -2.207405 1.461578 0.0 0.0 0.0
H 2.216995 -4.659135 4.708369 0.0 0.0 0.0
H 2.454905 -0.161823 -6.477915 0.0 0.0 0.0
H 1.130244 -7.764143 -3.726022 0.0 0.0 0.0
H -6.713845 -0.703682 -2.591228 0.0 0.0 0.0
H -1.860358 -2.402159 -2.652076 0.0 0.0 0.0
H 4.587205 0.517555 -5.425837 0.0 0.0 0.0
H -2.298798 -0.191366 -3.911534 0.0 0.0 0.0
H 3.251264 -1.090402 -1.692573 0.0 0.0 0.0
H 5.338529 2.339475 0.203514 0.0 0.0 0.0
H -4.542472 0.381830 -3.017682 0.0 0.0 0.0
H -0.792206 4.318075 1.924286 0.0 0.0 0.0
H -1.158001 2.334690 -3.804488 0.0 0.0 0.0
H 2.477750 0.417600 7.930479 0.0 0.0 0.0
H 2.737099 2.989396 2.078439 0.0 0.0 0.0
H -0.110457 6.413383 -0.013472 0.0 0.0 0.0
H -1.567845 2.850908 6.970139 0.0 0.0 0.0
H -0.581090 5.206937 -1.233483 0.0 0.0 0.0
H -3.030059 -1.232573 0.649025 -0.1 0.0 0.0
H 3.286048 -3.045405 3.747696 0.0 0.0 0.0
H -7.047721 -2.055222 -0.548267 0.0 0.0 0.0
H -3.536875 5.794264 -3.018394 0.0 0.0 0.0
H -1.003962 -2.279369 -4.169568 0.0 0.0 0.0
H -3.174692 2.512876 2.497830 0.0 0.0 0.0
H -3.849411 2.378719 -0.462977 0.0 0.0 0.0
H 0.407951 3.037612 -1.575927 0.0 0.0 0.0
H 0.736969 -1.318532 -5.158500 0.0 0.0 0.0
H 2.559043 -6.071719 -4.826281 0.0 0.0 0.0
H 2.117251 3.436059 -1.616732 0.0 0.0 0.0
H -2.214982 1.222014 1.768317 0.0 0.0 0.0
H -0.206608 2.681688 1.677675 0.1 0.0 0.0
H 4.507168 2.298943 -1.351937 0.0 0.0 0.0
H -0.491920 -7.061712 -1.989348 0.0 0.0 0.0
H 1.637687 0.987013 -1.389868 0.0 0.0 0.0
H 3.781328 1.690059 2.696432 0.0 0.0 0.0
H 4.987870 0.031636 -3.028541 0.0 0.0 0.0
H 2.914712 -1.309163 2.453559 -0.1 -0.1 0.0
H -1.223700 3.442869 0.437316 0.0 0.0 0.0
H -4.531285 4.666261 -1.050507 0.0 0.0 0.0
H -0.666892 -4.696628 -1.349738 0.0 0.0 0.0
H 2.062808 1.396022 2.536788 0.0 0.0 0.0
H 4.026040 3.489852 -0.115466 0.0 0.0 0.0
```
Forces are in eV/Å.